{
  "formula": "C12H33BaN3O3",
  "method": "ωB97M-V/def2-TZVPD",
  "elements": ["Ba", "C", "C", "C", "O", "C", "N", "H", "H", "H", "H", "H", "H", "H", "H", "H", "H", "H", "C", "C", "C", "O", "C", "N", "H", "H", "H", "H", "H", "H", "H", "H", "H", "H", "H", "C", "C", "C", "O", "C", "N", "H", "H", "H", "H", "H", "H", "H", "H", "H", "H", "H"],
  "coordinates": [[1.8497, -11.1057, 12.7488], [2.4629, -11.6740, 7.5473], [1.6916, -11.2101, 8.8375], [0.9470, -12.4445, 9.4227], [0.1760, -12.0818, 10.5467], [-1.1582, -11.6534, 10.1992], [2.6337, -10.7392, 9.9210], [2.9633, -10.8098, 7.0638], [1.9237, -12.2187, 6.7722], [3.2411, -12.4297, 7.8618], [1.0992, -10.3540, 8.5377], [1.7007, -13.1868, 9.7118], [0.2579, -12.9527, 8.6990], [-1.1390, -10.7231, 9.5922], [-1.6632, -11.3911, 11.1892], [-1.7126, -12.4131, 9.6647], [3.5549, -10.9409, 9.5526], [2.5465, -9.7647, 9.9480], [6.4039, -13.7505, 13.1935], [4.9599, -13.2543, 13.1646], [4.5992, -12.9703, 14.6050], [3.1603, -12.7092, 14.7984], [2.3067, -13.8476, 14.6463], [4.6858, -12.1031, 12.2691], [6.7020, -14.1619, 12.2092], [6.6301, -14.6510, 13.8907], [7.1314, -12.9590, 13.3063], [4.2244, -13.9925, 12.7856], [5.0321, -11.9600, 14.8950], [4.9535, -13.7489, 15.2305], [2.7979, -14.7084, 14.2364], [1.4978, -13.6695, 13.8972], [1.8660, -14.1250, 15.5949], [5.4675, -11.4475, 12.4017], [4.7085, -12.4370, 11.3302], [-2.0573, -9.2118, 14.9323], [-0.8319, -9.5214, 14.0795], [-0.7941, -8.5237, 12.9555], [0.3011, -8.8062, 12.0525], [0.2428, -7.9716, 10.9164], [0.4809, -9.5106, 14.7118], [-2.8385, -9.9491, 14.6860], [-2.4823, -8.2421, 14.8540], [-1.8231, -9.3113, 16.0241], [-0.9355, -10.5610, 13.7177], [-0.6503, -7.5080, 13.4362], [-1.6576, -8.5067, 12.3827], [0.3456, -6.9041, 11.2828], [-0.7173, -8.1707, 10.4319], [1.0911, -8.1103, 10.2141], [0.7365, -8.5808, 14.9294], [0.3023, -9.9416, 15.6580]],
  "atomic_forces_ev_per_a": [[0.159, -0.041, -0.286], [1.268, -0.116, 0.986], [0.580, -1.629, -0.774], [-0.550, 0.482, -1.384], [-0.419, 0.129, 0.800], [-0.069, 1.352, 1.482], [-0.442, -1.725, -0.754], [-0.195, -0.548, 0.322], [-0.624, 0.329, 0.273], [-0.443, 0.858, -0.235], [-0.734, -0.162, 0.231], [-0.087, 0.162, 0.142], [0.742, 0.507, 0.255], [0.110, -0.530, 0.226], [0.517, -0.514, -1.391], [-0.026, -0.320, 0.023], [0.336, 0.153, 0.281], [0.212, 1.824, -0.028], [0.687, -2.264, -1.035], [-0.609, -0.715, 0.192], [-1.095, 2.968, -0.509], [0.196, -0.362, -0.703], [-0.243, 0.256, -0.294], [0.416, 0.613, 1.619], [-0.395, 0.133, 0.220], [-0.618, 1.845, -0.802], [0.036, 0.379, 0.691], [0.766, -0.311, 0.289], [-0.143, -1.387, -0.063], [0.095, -0.657, 0.816], [0.615, -0.473, -0.038], [0.141, 0.204, 0.493], [-0.181, 0.077, 0.169], [-0.414, -0.096, -0.416], [0.281, -0.099, -0.795], [0.087, -1.616, 1.534], [-0.308, 0.005, -0.812], [2.238, 0.793, 0.734], [0.461, -0.857, 0.766], [0.250, 1.615, 0.108], [-0.473, -1.848, 1.937], [0.154, 0.397, 0.246], [-0.130, 1.029, -0.495], [-0.178, -0.184, -0.850], [-0.295, 0.256, -0.268], [-0.086, -0.816, -0.659], [-1.973, 0.014, -0.920], [-0.463, -0.958, -0.693], [0.186, 0.460, -0.333], [-0.509, -0.384, 0.565], [0.464, 1.340, 0.244], [0.707, 0.435, -1.104]],
  "multiplicity": 1,
  "total_charge": 2,
  "homo_lumo_gap_ev": 10.52,
  "energy_ev": -24272.9185
}